(1)
{
  "formula": "C23H13BrF3N2O2Rh",
  "method": "ωB97M-V with the def2-TZVPD basis set",
  "e_tot_ev": -112337.865,
  "e_above_lowest_kj_mol": 289.64,
  "orbital_gap_ev": [6.1, 6.0],
  "fmax_ev_per_a": 2.48,
  "species": ["Rh", "F", "C", "C", "C", "C", "C", "F", "C", "C", "C", "C", "C", "C", "N", "H", "H", "H", "H", "H", "H", "Br", "C", "C", "N", "C", "C", "C", "C", "O", "O", "H", "H", "H", "F", "C", "C", "C", "C", "C", "C", "H", "H", "H", "H"],
  "coordinates": [[0.1117, 0.2361, 0.0794], [-2.5631, -2.6234, 3.8164], [-1.7206, -2.6192, 2.7645], [-1.3855, -1.4146, 2.1820], [-0.5218, -1.3715, 1.0897], [0.0275, -2.6013, 0.6290], [-0.3546, -3.7813, 1.2615], [0.1366, -4.9741, 0.8482], [-1.2294, -3.8293, 2.3240], [0.9956, -2.5381, -0.4827], [1.6624, -3.6138, -1.0741], [2.5578, -3.3812, -2.1014], [2.7925, -2.0861, -2.5373], [2.1054, -1.0676, -1.9106], [1.2385, -1.2859, -0.9222], [-1.8004, -0.5152, 2.6135], [-1.4997, -4.7656, 2.7885], [1.4831, -4.6175, -0.7325], [3.0740, -4.2150, -2.5595], [3.4844, -1.8682, -3.3377], [2.2350, -0.0314, -2.1966], [-0.0189, 7.8188, -3.4414], [0.5503, 6.0216, -3.3746], [1.2144, 5.4697, -4.4622], [1.6355, 4.2102, -4.4806], [1.4063, 3.4612, -3.4084], [0.7565, 3.9339, -2.2744], [0.3135, 5.2503, -2.2559], [0.5473, 3.0194, -1.1169], [-0.0105, 3.6084, -0.0976], [0.8984, 1.8450, -1.1802], [1.4087, 6.0684, -5.3440], [1.7498, 2.4352, -3.4419], [-0.2017, 5.6491, -1.3937], [-3.0741, 4.6047, 2.8904], [-2.3530, 3.6914, 2.2124], [-3.0616, 2.5225, 1.7867], [-2.3655, 1.4936, 1.2089], [-0.9803, 1.5592, 0.9420], [-0.3028, 2.8815, 1.2074], [-1.0522, 3.8917, 1.9949], [-4.1257, 2.4712, 1.9726], [-2.8943, 0.5860, 0.9475], [0.6940, 2.7169, 1.6251], [-0.5518, 4.7804, 2.3538]],
  "atomic_forces_ev_per_a": [[-0.891, 1.052, 0.758], [-0.018, 0.005, 0.026], [0.026, 0.010, -0.022], [-0.002, -0.009, 0.041], [0.049, 0.025, -0.256], [-0.017, -0.065, 0.018], [0.035, 0.044, -0.023], [0.001, -0.018, -0.009], [-0.013, -0.021, 0.026], [-0.036, -0.014, 0.020], [-0.015, 0.010, 0.002], [0.001, 0.008, 0.007], [-0.015, -0.007, -0.021], [-0.031, 0.017, 0.004], [-0.019, 0.108, 0.127], [-0.021, 0.010, -0.006], [0.002, 0.000, -0.004], [-0.007, -0.008, -0.002], [0.000, -0.001, 0.000], [0.004, 0.001, 0.005], [0.014, 0.002, 0.017], [0.001, -0.005, 0.004], [-0.004, 0.031, -0.014], [-0.006, -0.009, 0.021], [0.005, -0.009, -0.005], [-0.001, -0.028, 0.000], [-0.010, 0.030, 0.041], [-0.007, -0.002, 0.028], [0.285, -0.415, -0.210], [-0.386, -0.007, 0.372], [-0.022, 0.204, 0.049], [0.000, -0.004, -0.003], [0.003, 0.003, 0.001], [0.006, 0.008, -0.006], [-0.006, -0.116, -0.043], [0.624, 0.552, 0.158], [0.386, -1.150, -0.536], [-1.698, 0.595, 0.804], [1.886, -1.258, -1.016], [0.432, 0.364, -0.365], [-0.362, 0.091, 0.089], [-0.018, -0.019, -0.027], [0.001, 0.042, -0.053], [-0.134, -0.068, 0.031], [-0.021, 0.020, -0.027]]
}

***

(2)
{
  "formula": "C2H3NOS",
  "method": "ωB97M-V with the def2-TZVPD basis set",
  "e_tot_ev": -16492.422,
  "e_above_lowest_kj_mol": 267.86,
  "orbital_gap_ev": 7.7,
  "fmax_ev_per_a": 5.48,
  "species": ["C", "C", "N", "O", "S", "H", "H", "H"],
  "coordinates": [[1.0800, 1.1369, -0.1021], [-0.8588, 0.1159, -0.0916], [-0.7095, -1.1193, 0.1430], [-1.8165, 0.7984, -0.0828], [2.1457, -0.0934, -0.0497], [1.4726, 2.1049, -0.3512], [0.2586, -1.3809, 0.2090], [-1.5720, -1.5625, 0.3254]],
  "atomic_forces_ev_per_a": [[-1.193, -4.410, -0.395], [0.816, 5.398, 0.516], [1.554, -1.082, -0.317], [-0.700, 0.695, -0.636], [-0.064, 0.989, 0.179], [-0.563, 0.807, 0.082], [0.500, -1.131, 0.218], [-0.350, -1.267, 0.352]]
}

***

(3)
{
  "formula": "N2O2S",
  "method": "ωB97M-V with the def2-TZVPD basis set",
  "e_tot_ev": -17905.372,
  "e_above_lowest_kj_mol": 521.64,
  "orbital_gap_ev": [7.4, 7.4],
  "fmax_ev_per_a": 5.54,
  "species": ["N", "N", "O", "O", "S"],
  "coordinates": [[-2.0602, -0.2551, -0.3794], [-1.1147, 0.2358, 0.0058], [1.6894, -0.7897, -0.5741], [-0.1553, 0.6185, 0.5246], [1.8156, 0.0392, 0.5988]],
  "atomic_forces_ev_per_a": [[1.920, 1.241, 0.289], [-4.556, -2.814, -1.408], [0.060, -1.588, -2.104], [-0.127, 2.648, 1.273], [2.702, 0.513, 1.950]]
}

***

(4)
{
  "formula": "C2H5NO3",
  "method": "ωB97M-V with the def2-TZVPD basis set",
  "e_tot_ev": -9783.977,
  "e_above_lowest_kj_mol": 406.44,
  "orbital_gap_ev": 10.5,
  "fmax_ev_per_a": 2.42,
  "species": ["C", "C", "N", "O", "O", "O", "H", "H", "H", "H", "H"],
  "coordinates": [[0.4866, -0.6705, 0.1706], [-1.3073, 0.8720, -0.0051], [0.0850, 0.5615, 0.2907], [1.7853, -0.9668, 0.2801], [2.4765, 0.3703, 0.1850], [-0.2637, -1.6518, -0.3321], [0.2924, -2.4435, -0.4057], [1.4510, 1.0087, 0.0762], [-1.6561, 1.6605, 0.6656], [-1.3693, 1.2403, -1.0335], [-1.9804, 0.0191, 0.1082]],
  "atomic_forces_ev_per_a": [[-0.280, 1.823, -1.050], [0.023, 0.287, -0.095], [0.405, -1.951, -0.073], [-0.051, 1.952, -0.255], [-1.953, -0.106, -0.026], [0.163, -0.370, 0.825], [-0.116, 0.040, -0.031], [1.646, -1.604, 0.757], [0.134, -0.054, -0.104], [-0.158, -0.016, 0.091], [0.186, -0.002, -0.039]]
}

***

(5)
{
  "formula": "C4H10N2O2",
  "method": "ωB97M-V with the def2-TZVPD basis set",
  "smiles": "C[C@H](C(=O)O)N(C)N",
  "e_tot_ev": -11382.436,
  "e_above_lowest_kj_mol": 430.96,
  "orbital_gap_ev": 9.0,
  "fmax_ev_per_a": 5.21,
  "species": ["C", "C", "C", "N", "C", "N", "O", "O", "H", "H", "H", "H", "H", "H", "H", "H", "H", "H"],
  "coordinates": [[-0.7468, 0.2956, -0.0419], [1.4889, 1.1519, -1.0106], [-1.2730, 0.7116, 1.2974], [0.8707, -0.0195, -0.3907], [-0.7817, -1.1754, -0.3520], [1.7692, -0.5945, 0.5671], [-1.9027, -1.2731, -1.2312], [-0.4682, -2.1759, 0.2976], [-2.2275, -2.1784, -1.0615], [-1.0913, 0.9311, -0.8607], [2.3165, -1.3474, 0.1358], [1.3626, -1.1530, 1.3260], [1.8171, 1.8703, -0.2524], [2.3481, 0.8407, -1.6143], [0.8003, 1.6541, -1.6948], [-1.0125, -0.0019, 2.0832], [-0.9016, 1.7098, 1.5536], [-2.3683, 0.7540, 1.2493]],
  "atomic_forces_ev_per_a": [[4.083, -2.367, 0.098], [0.338, -0.057, 0.097], [0.373, 0.272, 0.360], [-1.353, 1.510, -0.300], [-4.988, -1.015, 1.115], [0.747, -0.129, 0.988], [1.189, -1.096, 0.226], [0.166, 1.989, -1.205], [0.202, 0.205, -0.508], [0.296, -0.457, 0.067], [-0.353, 0.520, -0.663], [-0.867, 0.866, -0.499], [0.095, 0.009, -0.042], [0.002, 0.035, 0.219], [-0.105, -0.255, 0.142], [0.098, 0.128, -0.101], [-0.117, -0.168, 0.115], [0.196, 0.008, -0.109]]
}